1.
49
Properties=species:S:1:pos:R:3:lowdin_charge:R:1 method="wB97M-V/def2-TZVPD" homo_ev=-7.55 orbital_gap_ev=6.92 energy_ev=-59566.40188
Cd 0.9602 0.2540 0.4191 1.228
C 4.2034 -0.2505 5.4019 -0.429
S 3.8891 1.1474 4.3319 0.815
C 2.8879 0.4511 3.0801 -1.183
S 2.7107 1.5735 1.7718 0.383
N 2.4508 -0.7760 3.2258 -0.088
N 1.6667 -1.1935 2.2086 -0.119
C 1.0805 -2.3132 2.2964 -0.101
C 0.1806 -2.7574 1.2372 -0.277
C -0.3401 -4.0465 1.2613 0.014
C -1.3084 -4.2954 0.2538 -0.041
C -1.5901 -3.3233 -0.6558 -0.064
C -1.0193 -2.0952 -0.5884 -0.137
N -0.1627 -1.8082 0.3571 0.031
H 4.7423 0.1604 6.2768 0.039
H 4.7482 -1.0296 4.8683 0.034
H 3.2893 -0.7525 5.7217 0.029
H 1.1225 -2.9348 3.1740 0.120
H 0.0357 -4.8240 1.9254 0.119
H -1.8889 -5.1699 0.2911 0.097
H -2.4258 -3.5272 -1.3360 0.122
H -1.4295 -1.2861 -1.1497 0.080
C 3.1661 0.2733 -2.9299 -0.061
C 1.7115 0.5691 -3.1183 -0.315
C 1.1377 0.9575 -4.3001 -0.077
C -0.2405 1.2188 -4.3687 -0.060
C -0.9812 1.3407 -3.1848 -0.016
C -0.3445 1.0388 -1.9194 -0.528
N 0.9048 0.5642 -1.9550 0.024
N -0.8570 1.1374 -0.6907 -0.170
Si -2.3727 1.7458 -0.1689 0.403
C -3.8687 0.5955 -0.5973 -0.161
C -2.2576 2.0460 1.6578 -0.195
C -2.5366 3.5143 -0.9970 -0.172
H 3.3976 -0.6459 -2.3387 0.081
H 3.7084 1.1977 -2.5040 0.111
H 3.6142 0.0533 -3.9065 0.068
H 1.5742 0.9909 -5.2535 0.086
H -0.7399 1.3903 -5.3131 0.102
H -1.9756 1.6620 -3.1445 0.062
H -3.4168 -0.1555 -1.2590 0.001
H -4.4637 1.2196 -1.2107 -0.007
H -4.4312 0.1026 0.2191 0.035
H -1.9615 1.1518 2.1913 0.016
H -3.1646 2.3742 2.0952 0.009
H -1.5695 2.8665 1.9273 0.041
H -2.5330 3.5325 -2.0661 -0.012
H -1.7448 4.1205 -0.5880 0.012
H -3.5584 3.9351 -0.6492 0.053

=====

2.
59
Properties=species:S:1:pos:R:3:lowdin_charge:R:1 method="wB97M-V/def2-TZVPD" smiles=Fc1cccc(F)c1B(c1c(F)cccc1F)c1c(F)cccc1F.c1ccc(Cc2ccccc2)cc1 homo_ev=-8.61 orbital_gap_ev=7.91 relative_energy_kcal_mol=0.0 energy_ev=-49468.27839
F 2.2244 6.5147 -2.2437 0.068
C 2.9685 6.8187 -1.1219 -0.178
C 3.8613 7.8607 -1.2176 -0.004
C 4.6803 8.1824 -0.1246 -0.032
C 4.5496 7.4514 1.0690 -0.004
C 3.6373 6.4248 1.1226 -0.212
F 3.5301 5.7247 2.3146 0.047
C 2.8383 6.0230 0.0373 0.028
B 2.0275 4.7090 0.0173 -0.168
C 0.9916 4.3093 -1.0642 0.009
C -0.3936 4.5318 -1.2155 -0.190
F -1.0834 5.1874 -0.2153 0.038
C -1.1353 4.0497 -2.2943 0.001
C -0.4993 3.1446 -3.1744 -0.054
C 0.8815 2.8756 -3.0759 -0.001
C 1.5790 3.5239 -2.0711 -0.203
F 2.9592 3.4222 -2.0645 0.066
C 2.4394 3.5478 0.9342 0.008
C 1.5107 2.7056 1.5680 -0.176
F 0.1764 3.0509 1.5395 0.065
C 1.8698 1.5234 2.2060 -0.004
C 3.2175 1.1597 2.2381 -0.057
C 4.1873 2.0122 1.7128 -0.006
C 3.7822 3.1583 1.0586 -0.201
F 4.7527 3.9099 0.4342 0.067
H 3.9098 8.4414 -2.1381 0.124
H 5.4565 8.9494 -0.2048 0.117
H 5.1305 7.7093 1.9703 0.132
H -2.1778 4.3644 -2.4139 0.122
H -1.0264 2.6450 -3.9698 0.100
H 1.4437 2.2488 -3.7719 0.123
H 1.1118 0.9003 2.6866 0.123
H 3.5392 0.2273 2.7032 0.112
H 5.2553 1.8100 1.7872 0.124
C 1.2206 8.2847 6.4284 -0.095
C 1.9761 7.6742 5.4232 -0.090
C 1.4684 7.5739 4.1264 -0.038
C 0.1418 7.9724 3.8242 -0.191
C -0.5421 7.5111 2.5028 -0.066
C -1.3178 8.4819 1.5787 -0.201
C -1.4498 8.1589 0.2097 -0.055
C -2.5536 8.6156 -0.5101 -0.086
C -3.5577 9.3732 0.1174 -0.097
C -3.3789 9.7361 1.4534 -0.088
C -2.2024 9.4122 2.1346 -0.055
C -0.6100 8.5786 4.8404 -0.065
C -0.0504 8.7974 6.1040 -0.084
H 1.6276 8.3510 7.4397 0.099
H 2.9565 7.2595 5.6548 0.102
H 2.1024 7.1985 3.3201 0.085
H -1.3590 6.8821 2.9318 0.141
H 0.2015 6.9817 1.7997 0.125
H -0.7395 7.4779 -0.2615 0.093
H -2.6701 8.3389 -1.5546 0.099
H -4.4448 9.7100 -0.4347 0.102
H -4.1487 10.2938 1.9856 0.100
H -1.9995 9.8294 3.1188 0.087
H -1.6475 8.8839 4.6808 0.096
H -0.6558 9.3205 6.8456 0.100

=====

3.
15
Properties=species:S:1:pos:R:3:lowdin_charge:R:1 method="wB97M-V/def2-TZVPD" homo_ev=-8.05 orbital_gap_ev=8.73 relative_energy_kcal_mol=54.5 energy_ev=-11218.48715
N -0.6961 -0.2240 -1.0851 0.003
C 0.8632 0.3760 -0.7003 -0.556
N -0.9752 -1.5166 -0.5372 0.038
N 1.4643 -0.4467 0.2177 0.117
O 1.3642 0.9897 -1.6068 0.055
H -0.7962 -0.1500 -2.0994 0.148
H -1.8201 -1.8872 -0.9582 0.084
H -0.1921 -2.1275 -0.7523 0.083
H 0.9993 -0.3684 1.1377 0.069
H 2.4619 -0.2833 0.2374 0.108
N -0.2123 1.0031 1.7960 -0.083
O -0.2120 1.5451 0.4804 -0.326
H -1.0885 0.6169 -0.5589 0.118
H -1.1626 0.6971 2.0055 0.069
H 0.0021 1.7759 2.4235 0.073

=====

4.
115
Properties=species:S:1:pos:R:3:lowdin_charge:R:1 method="wB97M-V/def2-TZVPD" total_charge=+1 homo_ev=-8.91 orbital_gap_ev=3.14 energy_ev=-114875.60594
C -1.5169 -0.8500 -2.6782 0.006
N -1.1226 -2.1769 -3.0441 -0.078
C 0.1129 -2.5489 -2.6400 0.070
C 0.5258 -3.9213 -2.8035 0.098
C -0.3843 -4.7562 -3.5034 -0.136
C -1.6515 -4.2961 -3.9756 0.054
C -1.9889 -2.9278 -3.8307 0.062
C -0.0170 -6.1937 -3.6936 -0.167
C -0.7175 -7.1295 -2.9703 0.071
C -0.1922 -8.4673 -2.9183 0.054
N 0.8381 -8.8570 -3.6933 -0.080
C 1.4902 -7.9213 -4.4524 0.037
C 1.1118 -6.5666 -4.4347 0.069
C 1.4001 -10.2546 -3.6572 0.049
H -1.9259 -0.9263 -1.6708 0.119
H -2.3222 -0.4445 -3.2907 0.108
H -0.6923 -0.1372 -2.6661 0.113
H 0.7292 -1.7948 -2.1733 0.133
H 1.4543 -4.3171 -2.4194 0.134
H -2.3878 -4.8236 -4.5639 0.130
H -2.9456 -2.5533 -4.1638 0.148
H -1.4626 -6.7756 -2.2731 0.142
H -0.6536 -9.2574 -2.3445 0.147
H 2.3593 -8.3336 -4.9434 0.148
H 1.6186 -5.8446 -5.0577 0.141
H 2.3779 -10.3342 -3.1822 0.115
H 1.4751 -10.4771 -4.7216 0.109
H 0.7580 -10.9894 -3.1716 0.109
C -0.7722 1.4272 0.8687 -0.011
C 0.5607 1.2543 0.1994 -0.754
O 0.7956 0.2253 -0.4551 -0.092
O 1.3544 2.2329 0.2460 -0.046
H -1.3427 0.4997 0.9173 0.032
H -1.4048 2.0801 0.2674 0.066
H -0.6706 1.7221 1.9132 0.065
O 3.1108 -2.4640 -0.6083 -0.008
C 3.9478 -1.6072 -0.8192 -0.628
N 3.5827 -0.3367 -0.8828 0.197
C 5.3833 -1.9617 -0.9598 -0.003
H 2.6296 -0.0754 -0.6742 0.049
H 4.1112 0.3282 -1.4294 0.109
H 5.9767 -1.1505 -1.3816 0.079
H 5.4548 -2.7810 -1.6751 0.081
H 5.7734 -2.2646 0.0119 0.097
O 0.0049 -3.2908 3.2115 0.061
C 0.0428 -2.9190 2.0909 -0.648
N -0.6340 -1.7727 1.7967 0.171
C 0.8998 -3.6424 1.0907 -0.004
H -1.0443 -1.2120 2.5297 0.108
H -0.3276 -1.3985 0.9101 0.051
H 1.8785 -3.5003 1.5491 0.087
H 0.8769 -3.1200 0.1343 0.036
H 0.6301 -4.6980 1.0565 0.086
O 1.0924 7.4771 -0.7030 0.066
C 0.7365 6.3730 -0.4645 -0.706
N 1.1343 5.3848 -1.1153 0.187
C -0.3202 6.0934 0.6103 0.005
H 1.0462 4.4686 -0.6995 0.082
H 1.9395 5.5982 -1.6865 0.077
H -0.0402 5.1425 1.0637 0.058
H -1.3029 6.2535 0.1668 0.058
H -0.3514 6.7425 1.4853 0.079
O 3.7799 5.6421 -2.0176 0.027
C 4.5745 4.8814 -1.4692 -0.591
N 4.1335 3.7799 -0.8760 0.174
C 6.0519 5.1305 -1.3833 -0.001
H 3.1365 3.6239 -0.9178 0.078
H 4.7447 2.9772 -0.9232 0.097
H 6.6026 4.2159 -1.1630 0.069
H 6.0909 5.6295 -0.4150 0.096
H 6.5789 5.6604 -2.1767 0.089
N -1.6518 4.3643 5.0711 0.050
C -0.9048 4.0581 3.9662 -0.127
C 0.4062 3.5201 4.1115 -0.047
C 1.0000 3.4572 5.4215 -0.055
C 0.2156 3.9002 6.4634 -0.114
C -1.0540 4.3059 6.2956 -0.160
H -1.4583 4.0548 3.0388 0.086
H 1.0003 3.1481 3.2898 0.080
H 2.0055 3.1403 5.6554 0.086
H 0.7509 3.8410 7.3996 0.106
H -1.5164 4.6057 7.2244 0.102
C 2.5615 -0.2070 2.7216 -0.145
C 1.5691 0.0245 3.9077 -0.177
O 2.3039 0.4618 5.0454 -0.208
S 3.8170 0.9661 4.5663 0.757
O 4.8761 0.6572 5.5668 -0.248
O 3.7555 2.3119 3.9847 -0.246
O 3.7720 -0.2185 3.4437 -0.211
H 2.4692 0.6067 2.0022 0.111
H 2.3961 -1.2353 2.4004 0.121
H 0.9656 -0.8397 4.1853 0.114
H 0.7772 0.7531 3.7346 0.097
C -4.6929 2.6188 -2.5020 -0.139
C -5.5572 3.1982 -1.3589 -0.217
O -5.0980 4.4989 -1.1906 -0.195
S -3.4656 4.5687 -1.2994 0.704
O -2.8098 4.0535 -0.1307 -0.248
O -2.9960 5.8233 -1.8671 -0.210
O -3.4393 3.3431 -2.3967 -0.200
H -5.3145 2.8006 -3.3788 0.127
H -4.7052 1.5372 -2.3671 0.114
H -5.3481 2.7313 -0.3964 0.103
H -6.6281 3.3627 -1.4778 0.139
C -4.7641 0.0674 1.6280 -0.208
C -5.7678 0.6468 2.5915 -0.166
O -6.9961 0.1839 2.0412 -0.199
S -6.9969 0.0648 0.3736 0.781
O -7.5715 1.3051 -0.1581 -0.253
O -7.5899 -1.2099 -0.0576 -0.249
O -5.2921 0.1109 0.3182 -0.221
H -4.4159 -0.9161 1.9437 0.133
H -3.9483 0.7889 1.5831 0.127
H -5.7140 1.7278 2.7209 0.138
H -5.6610 0.2439 3.5987 0.141

=====

5.
33
Properties=species:S:1:pos:R:3:lowdin_charge:R:1 method="wB97M-V/def2-TZVPD" homo_ev=-8.72 orbital_gap_ev=8.81 relative_energy_kcal_mol=28.9 energy_ev=-38185.29040
H -0.3166 2.7444 2.4906 0.091
N -0.0097 1.5867 0.7615 -0.021
B 0.6751 0.6907 -1.4949 -0.483
N 0.5574 1.8540 -0.4675 -0.030
C 0.9176 3.1498 -0.5379 -0.077
Mg -0.6596 -0.5398 1.3807 0.268
H 1.3672 3.5344 -1.4418 0.116
C 0.5918 3.7495 0.6785 -0.064
H 0.7416 4.7711 0.9638 0.081
C 0.0240 2.7231 1.4652 -0.149
H 1.0683 1.0628 -2.5570 0.116
C -1.7276 -2.1051 2.2956 -0.070
H -2.0119 -2.2873 3.3404 0.075
H -0.6744 -2.4190 2.2190 0.035
H -2.3508 -2.7216 1.6393 0.061
N -0.7452 0.0735 -1.5440 0.009
N 1.5938 -0.3875 -0.8580 -0.019
N -1.3746 -0.4309 -0.3868 -0.032
N 1.2086 -1.0095 0.3191 -0.008
C -1.5683 -0.0217 -2.5981 -0.053
C 2.7955 -0.8500 -1.2497 -0.071
H -1.2382 0.3348 -3.5627 0.127
H 3.2454 -0.4770 -2.1586 0.120
C -2.7597 -0.6066 -2.1737 -0.052
C 3.2201 -1.7920 -0.3161 -0.061
C -2.5978 -0.8527 -0.7973 -0.113
C 2.1990 -1.8459 0.6588 -0.130
H -3.6206 -0.8235 -2.7723 0.088
H 4.1302 -2.3581 -0.3300 0.084
H -3.2974 -1.3066 -0.1076 0.105
H 2.1542 -2.4250 1.5725 0.106
H -1.9773 -0.9464 2.1243 0.048
Cl 0.4400 -0.0689 3.4445 -0.100

=====

6.
21
Properties=species:S:1:pos:R:3:lowdin_charge:R:1 method="wB97M-V/def2-TZVPD" homo_ev="-7.21 / -7.36" orbital_gap_ev="7.98 / 8.18" relative_energy_kcal_mol=101.2 energy_ev=-8492.50237
C 2.4003 -1.4863 -0.7114 -0.093
O 1.1614 -1.1008 -0.4978 -0.140
C 0.7841 -0.0449 0.1506 -0.182
C -0.6902 0.2275 0.2801 -0.593
C -0.8650 1.7264 0.5579 -0.061
C -1.4228 -0.1522 -1.0118 -0.049
C -1.2700 -0.5801 1.4590 -0.051
H 2.5450 0.4113 -1.5894 0.061
H 2.4756 -2.4161 -1.2566 0.063
H 3.1622 -1.1617 -0.0093 0.069
H 2.0337 0.9457 -1.3535 0.074
H 1.5065 0.4046 0.8328 0.132
H -0.3148 2.0306 1.4570 0.084
H -1.9231 1.9644 0.7175 0.086
H -0.4989 2.3251 -0.2833 0.085
H -1.3120 -1.2191 -1.2312 0.084
H -1.0262 0.4114 -1.8633 0.090
H -2.4927 0.0674 -0.9178 0.087
H -1.1455 -1.6558 1.2908 0.086
H -2.3409 -0.3745 1.5812 0.084
H -0.7668 -0.3228 2.3988 0.085